Entry 1:
{"formula": "C17H39NdO2P3", "method": "wB97M-V/def2-TZVPD", "homo_lumo_gap_ev": [4.408, 4.592], "spin_multiplicity": 4, "total_charge": 3, "elements": ["Nd", "P", "P", "P", "H", "C", "C", "H", "C", "C", "C", "C", "C", "C", "C", "C", "C", "H", "H", "H", "H", "H", "H", "H", "H", "H", "H", "H", "H", "H", "H", "H", "H", "H", "H", "H", "H", "H", "H", "H", "H", "H", "H", "H", "H", "H", "C", "C", "C", "C", "C", "C", "O", "H", "H", "H", "H", "H", "H", "O", "H", "H"], "positions_angstrom": [[-0.93657, 0.11960, 0.25376], [1.27935, 0.79268, 2.52664], [-1.50583, 3.11194, -0.56016], [1.75791, -0.62154, -0.76995], [-0.60536, -4.36944, 1.74547], [0.48688, -4.40528, 1.89059], [1.06000, -3.67171, 2.86682], [0.46818, -3.11333, 3.60509], [0.51155, 1.03059, 4.18305], [2.32757, 2.31205, 2.49104], [2.57670, -0.42561, 3.00897], [-3.01361, 2.90594, -1.57557], [-1.97980, 4.11253, 0.87709], [-0.26679, 4.01448, -1.53509], [2.48437, -2.23620, -0.25268], [3.29420, 0.39977, -0.80594], [1.55067, -0.95116, -2.56471], [1.05324, -5.04591, 1.20675], [2.12688, -3.81576, 3.12098], [0.08685, 0.08387, 4.54901], [-0.30021, 1.76836, 4.10622], [1.24489, 1.39493, 4.92349], [1.72451, 3.15872, 2.12947], [3.18141, 2.19546, 1.80502], [2.71906, 2.57936, 3.48991], [2.17647, -1.44950, 2.95556], [2.94368, -0.25650, 4.03753], [3.44716, -0.37366, 2.33732], [-3.18619, 3.81670, -2.18952], [-3.88969, 2.71259, -0.92915], [-2.86882, 2.03152, -2.22292], [-2.05163, 5.18825, 0.56230], [-1.22944, 4.02750, 1.70028], [-2.96913, 3.79888, 1.30687], [-0.75892, 4.91823, -1.91999], [0.06797, 3.33107, -2.33601], [0.59991, 4.20378, -0.88005], [2.51538, -2.91445, -1.12579], [1.87902, -2.70955, 0.53922], [3.51352, -2.08929, 0.12548], [3.72566, 0.39504, -1.82323], [4.05434, 0.02222, -0.09968], [3.05430, 1.43905, -0.53461], [2.41224, -0.55364, -3.12697], [0.63108, -0.46071, -2.91746], [1.45466, -2.02991, -2.75974], [-2.50156, -1.67559, -1.88686], [-3.12789, -0.84400, -2.84895], [-3.09485, -1.22719, -4.20555], [-2.43765, -2.40359, -4.62157], [-1.73606, -3.16249, -3.66252], [-1.82267, -2.82700, -2.30690], [-2.23093, -1.37635, -0.57515], [-0.40666, 2.15037, -0.13601], [-3.61841, 0.08536, -2.52446], [-3.64889, -0.64519, -4.95332], [-2.39474, -2.69674, -5.67745], [-1.14949, -4.05105, -3.92917], [-1.17212, -3.29851, -1.54903], [-2.27701, -0.63804, 2.26257], [-2.31003, -0.42952, 3.22240], [-2.91868, -1.33240, 1.97722]], "lowdin_charge": [1.515, 0.711, 0.843, 0.708, 0.059, -0.061, -0.107, 0.053, -0.287, -0.272, -0.255, -0.148, -0.184, -0.185, -0.239, -0.254, -0.265, 0.070, 0.076, 0.050, 0.039, 0.072, 0.027, 0.043, 0.075, 0.001, 0.081, 0.047, 0.116, 0.090, 0.036, 0.110, 0.075, 0.091, 0.091, 0.082, 0.081, 0.066, -0.005, 0.064, 0.063, 0.056, 0.024, 0.061, 0.026, 0.056, -0.383, -0.042, -0.056, -0.039, -0.044, -0.039, -0.387, -0.042, 0.087, 0.122, 0.126, 0.126, 0.122, -0.156, 0.105, 0.102]}



Entry 2:
{"formula": "C7H9NS", "method": "wB97M-V/def2-TZVPD", "homo_lumo_gap_ev": [7.384, 8.432], "elements": ["C", "C", "C", "C", "C", "C", "C", "N", "S", "H", "H", "H", "H", "H", "H", "H", "H", "H"], "positions_angstrom": [[-0.60514, 1.53916, -0.57035], [0.23732, 0.62868, -1.02147], [-1.73307, 0.86768, 0.09455], [-1.48698, -0.63582, 0.03657], [1.13545, -1.05511, 0.31431], [-0.08623, -0.77254, -0.59624], [2.29051, -0.38248, -0.38281], [-2.68711, 1.51683, 0.60053], [3.33054, 0.75587, 0.36972], [-0.55605, 2.60841, -0.63764], [-1.55187, -1.09596, 1.02309], [-2.25102, -1.09561, -0.59509], [0.98075, -0.60336, 1.29469], [1.31687, -2.12500, 0.44995], [-0.07870, -1.48139, -1.42812], [2.71643, -0.84677, -1.25697], [-3.41113, 0.96427, 1.05179], [2.43943, 1.21315, 1.25348]], "lowdin_charge": [-0.057, 0.025, -0.405, -0.087, -0.233, -0.330, -0.513, 0.126, 0.787, 0.099, 0.117, 0.119, 0.108, 0.115, 0.137, 0.061, 0.047, -0.115]}



Entry 3:
{"formula": "C2H4F3NO4SY", "method": "wB97M-V/def2-TZVPD", "homo_lumo_gap_ev": 6.647, "total_charge": 1, "elements": ["O", "C", "Y", "H", "H", "H", "O", "H", "N", "S", "O", "O", "C", "F", "F", "F"], "positions_angstrom": [[2.05287, 1.19732, -0.37272], [3.32671, 1.10591, 0.27124], [0.09174, 1.38400, 0.66316], [3.42351, 0.09280, 0.67980], [4.12545, 1.29464, -0.45654], [3.37605, 1.83192, 1.09083], [-1.44410, 1.21375, -0.85871], [2.00854, 0.86790, -1.34679], [-2.11365, 0.91842, 0.39810], [-2.82137, -0.50306, 0.34257], [-3.17492, -0.97234, 1.68813], [-3.84909, -0.61449, -0.69937], [-1.51637, -1.73930, -0.25410], [-1.49162, -1.84775, -1.56731], [-1.70048, -2.93224, 0.28146], [-0.29327, -1.29748, 0.14026]], "lowdin_charge": [-0.281, -0.066, 1.838, 0.107, 0.118, 0.102, -0.396, 0.198, -0.429, 0.645, -0.292, -0.263, -0.661, 0.169, 0.178, 0.032]}



Entry 4:
{"formula": "C19H29LuN4O2P2", "method": "wB97M-V/def2-TZVPD", "homo_lumo_gap_ev": 6.394, "elements": ["C", "C", "N", "C", "C", "C", "C", "P", "Lu", "P", "C", "C", "C", "C", "C", "C", "C", "O", "O", "H", "H", "H", "C", "C", "H", "H", "H", "H", "C", "C", "H", "H", "H", "H", "H", "H", "H", "H", "H", "H", "H", "H", "H", "H", "H", "H", "H", "H", "H", "H", "H", "H", "N", "C", "N", "C", "N"], "positions_angstrom": [[-0.98200, 3.08926, -2.74483], [-0.96975, 2.12496, -1.74426], [0.15262, 1.83917, -1.05048], [1.33596, 2.34394, -1.46998], [1.38148, 3.30797, -2.47299], [0.20344, 3.71080, -3.10229], [-2.23908, 1.27517, -1.60650], [-2.38051, 0.12235, -0.14194], [0.12471, 0.32670, 0.86204], [2.66176, 0.22638, -0.06813], [2.64958, 1.91578, -0.82961], [-0.57313, -1.75963, 1.47932], [-1.10742, -1.57126, 2.74381], [-0.85119, -2.55770, 3.71759], [-0.10271, -3.69518, 3.38277], [0.39188, -3.87429, 2.08588], [0.16402, -2.88263, 1.11342], [-1.81667, -0.77648, -4.13524], [1.32216, -1.08573, -3.03170], [-1.91528, 3.31387, -3.25866], [2.35320, 3.74161, -2.74324], [0.21682, 4.49707, -3.86519], [-3.61491, 1.04986, 0.83907], [-3.38223, -1.23059, -0.84259], [3.47313, 1.92952, -1.57253], [2.90433, 2.64014, -0.03322], [-2.25300, 0.66524, -2.48301], [-3.17562, 1.86768, -1.75809], [3.85201, 0.43993, 1.28833], [3.56063, -0.72249, -1.31938], [-1.72775, -0.70491, 3.00247], [-1.21607, -2.43463, 4.73169], [0.11586, -4.46225, 4.12789], [0.95244, -4.77502, 1.78655], [0.56063, -3.04723, 0.10318], [0.75388, -1.26495, -2.32057], [1.09870, -1.80674, -3.63806], [-1.09632, -0.52181, -3.60328], [-1.89648, 0.02245, -4.67903], [0.03944, -0.96646, -0.43175], [-4.53537, 1.11864, 0.24180], [-3.82592, 0.56478, 1.80394], [-3.21380, 2.05370, 1.03684], [-4.44871, -0.96279, -0.85962], [-3.04716, -1.45349, -1.86372], [-3.26159, -2.13928, -0.24100], [4.57490, -0.31159, -1.41419], [3.59269, -1.76874, -0.98484], [3.00654, -0.68220, -2.26888], [4.86226, 0.49119, 0.86151], [3.61090, 1.34458, 1.86138], [3.76161, -0.43199, 1.95008], [0.54640, 1.33599, 2.70563], [0.68122, 1.54383, 3.86530], [0.92162, 1.84847, 5.06281], [0.48748, 1.26179, 6.15822], [0.18578, 0.80824, 7.20046]], "lowdin_charge": [-0.037, -0.295, 0.017, -0.307, -0.026, -0.040, -0.287, 0.796, 1.043, 0.779, -0.280, -0.424, -0.199, -0.096, -0.109, -0.109, -0.180, -0.040, -0.078, 0.119, 0.123, 0.118, -0.285, -0.233, 0.098, 0.100, 0.034, 0.107, -0.280, -0.266, 0.074, 0.094, 0.095, 0.096, 0.066, -0.061, 0.065, -0.027, 0.058, -0.112, 0.038, 0.043, 0.043, 0.049, 0.034, 0.047, 0.049, 0.055, 0.014, 0.043, 0.040, 0.048, -0.053, -0.341, 0.079, -0.386, 0.087]}



Entry 5:
{"formula": "C6H10O", "method": "wB97M-V/def2-TZVPD", "smiles": "C=C1CO1.C=CC", "homo_lumo_gap_ev": 7.495, "elements": ["C", "C", "C", "O", "H", "H", "H", "H", "C", "C", "C", "H", "H", "H", "H", "H", "H"], "positions_angstrom": [[0.26737, -1.43272, -0.32664], [1.08461, -0.35324, 0.03455], [2.31614, 0.25962, -0.42771], [2.07423, -0.15947, 0.94291], [-0.08556, -2.05679, 0.49111], [0.55560, -1.94852, -1.24017], [3.02941, -0.36524, -0.96539], [2.40962, 1.33205, -0.56939], [-0.13825, 1.28676, 0.55578], [-0.94395, 0.48940, -0.25494], [-2.19402, -0.17590, 0.23045], [0.35805, 2.15895, 0.14497], [-0.26372, 1.24717, 1.63419], [-0.90099, 0.66011, -1.32839], [-2.07199, -0.58793, 1.23544], [-2.96499, 0.60889, 0.28945], [-2.53154, -0.96312, -0.44622]], "lowdin_charge": [-0.054, -0.421, -0.040, 0.037, 0.061, 0.057, 0.118, 0.108, -0.072, -0.236, -0.096, 0.072, 0.082, 0.129, 0.086, 0.091, 0.080]}



Entry 6:
{"formula": "C22H26F3N3PPt", "method": "wB97M-V/def2-TZVPD", "homo_lumo_gap_ev": 7.943, "total_charge": 1, "elements": ["Pt", "C", "C", "C", "C", "N", "C", "C", "C", "C", "C", "C", "N", "C", "C", "C", "C", "C", "N", "H", "H", "H", "H", "H", "H", "H", "H", "H", "H", "H", "C", "C", "P", "C", "C", "C", "C", "H", "H", "H", "H", "H", "H", "H", "H", "H", "H", "H", "H", "H", "H", "H", "F", "C", "F", "F"], "positions_angstrom": [[-0.41014, -0.23467, 1.53254], [4.37713, 0.82542, 0.85416], [4.31663, 0.69660, -0.52426], [3.08632, 0.81520, -1.15588], [1.96683, 1.05810, -0.37254], [2.01233, 1.14354, 0.95961], [3.19462, 1.03480, 1.55453], [0.62294, 1.34585, -0.94409], [0.45198, 2.03674, -2.13365], [-0.81648, 2.46565, -2.48332], [-1.86544, 2.28157, -1.59852], [-1.63181, 1.57965, -0.42680], [-0.43082, 1.03498, -0.17545], [-2.60233, 1.50031, 0.69152], [-3.89930, 1.96905, 0.59194], [-4.70434, 1.99038, 1.71952], [-4.17998, 1.54971, 2.91937], [-2.88308, 1.06614, 2.94697], [-2.10784, 1.03021, 1.86072], [5.31744, 0.75699, 1.38314], [5.21259, 0.51466, -1.10252], [3.00525, 0.72222, -2.23121], [3.19622, 1.11648, 2.63539], [1.30528, 2.28389, -2.74892], [-0.97371, 3.00533, -3.40733], [-2.83328, 2.70996, -1.80874], [-4.28194, 2.31744, -0.35561], [-5.72150, 2.35191, 1.65721], [-4.76171, 1.55974, 3.82947], [-2.44550, 0.69160, 3.85860], [-0.96149, -2.01053, -1.64646], [0.48546, -2.04520, -1.15593], [0.62889, -2.06399, 0.66859], [-0.27238, -3.57347, 1.15452], [0.20892, -4.87316, 0.51508], [2.39079, -2.39107, 1.03661], [3.22569, -3.04945, -0.06020], [-0.99646, -1.84319, -2.72283], [-1.53347, -1.21975, -1.15849], [-1.46742, -2.95480, -1.44524], [1.04430, -1.18299, -1.51874], [0.99552, -2.92338, -1.55383], [-1.32203, -3.38228, 0.92022], [-0.21656, -3.63606, 2.24206], [0.20383, -4.82607, -0.57463], [-0.44740, -5.69150, 0.80930], [1.21557, -5.13134, 0.84208], [2.39250, -2.98898, 1.95141], [2.83340, -1.43549, 1.30724], [2.81114, -3.99916, -0.39387], [4.23104, -3.24262, 0.31414], [3.32046, -2.39898, -0.93042], [0.62918, -1.94600, 3.59814], [-0.44241, -1.15329, 3.30962], [-1.52742, -1.92127, 3.57624], [-0.42982, -0.19424, 4.29318]], "lowdin_charge": [1.022, -0.040, -0.042, -0.016, -0.263, 0.085, -0.125, -0.206, 0.022, -0.009, 0.019, -0.195, -0.005, -0.194, 0.010, -0.021, -0.015, -0.078, -0.023, 0.115, 0.119, 0.120, 0.123, 0.124, 0.125, 0.116, 0.115, 0.123, 0.121, 0.110, -0.129, -0.371, 0.837, -0.372, -0.120, -0.348, -0.127, 0.081, 0.046, 0.072, 0.059, 0.078, 0.084, 0.072, 0.067, 0.082, 0.070, 0.090, 0.045, 0.062, 0.083, 0.064, 0.013, -0.734, 0.043, 0.016]}



Here are the calculated strongest force on any atom numbers, same order: 4.28, 1.80, 5.23, 3.06, 0.41, 0.32 (eV Å⁻¹).
Here are the calculated ΔE to the lowest compared entry with this formula, charge and spin numbers, same order: 35.9, 80.0, 1.7, 0.0, 132.8, 0.0 (kcal/mol).